No. 1
The following is a quantum chemistry calculation of a structure of composition C67H54I3NO2P3SiTi at a distorted geometry, from OMol25.

Computed properties:
**Charge**: 0
**Kohn-Sham gap (alpha / beta)**: 0.2442 / 0.2043 hartree
**Multiplicity**: 2
**Electronic energy**: -5847.0540 Eh
**Molecular weight**: 1454.76 g mol⁻¹
**Relative energy (zero: lowest compared OMol25 entry of this formula, charge and spin)**: 0.0 kJ/mol

The geometry in XYZ format:
```
132
Properties=species:S:1:pos:R:3:mulliken_spin:R:1
Ti 0.26 0.82 -0.39 -0.06
C 5.06 0.86 4.41 0.00
C 4.95 -0.38 3.82 0.00
C 4.24 -0.53 2.64 0.00
C 3.65 0.57 2.03 0.01
C 3.74 1.82 2.65 -0.01
C 4.44 1.96 3.84 0.00
P 2.88 0.47 0.37 0.01
C 3.89 1.75 -0.49 0.00
C 3.39 3.05 -0.43 -0.02
C 4.10 4.11 -0.98 -0.01
C 5.31 3.89 -1.61 0.00
C 5.81 2.60 -1.68 0.00
C 5.11 1.54 -1.12 0.00
C 3.36 -1.20 -0.24 -0.01
C 4.68 -1.61 -0.39 0.00
C 4.99 -2.84 -0.94 0.00
C 3.96 -3.69 -1.33 0.00
C 2.64 -3.32 -1.11 0.00
C 2.31 -2.08 -0.54 0.01
Si 0.53 -1.72 0.03 0.01
C -0.63 -2.81 -1.02 0.01
C -1.16 -4.00 -0.51 0.00
C -1.93 -4.85 -1.30 0.00
C -2.18 -4.52 -2.63 0.00
C -1.69 -3.34 -3.14 0.00
C -0.94 -2.47 -2.34 0.00
P -0.32 -0.88 -2.99 0.00
C 0.45 -1.49 -4.54 0.00
C -0.04 -1.23 -5.81 0.00
C 0.60 -1.74 -6.94 0.00
C 1.74 -2.52 -6.80 0.00
C 2.24 -2.79 -5.53 0.00
C 1.60 -2.27 -4.41 0.00
C -1.81 -0.02 -3.60 0.00
C -3.11 -0.48 -3.43 0.00
C -4.19 0.25 -3.93 0.00
C -3.97 1.44 -4.60 0.00
C -2.68 1.93 -4.74 0.00
C -1.61 1.21 -4.24 0.00
C 0.48 -2.60 1.73 0.01
C 1.18 -3.81 1.86 0.00
C 1.05 -4.60 2.99 0.00
C 0.20 -4.22 4.02 0.00
C -0.47 -3.01 3.93 0.00
C -0.33 -2.20 2.80 0.00
P -0.89 -0.47 2.80 -0.01
C -2.66 -0.46 3.28 0.01
C -3.30 0.77 3.45 0.01
C -4.64 0.83 3.81 0.00
C -5.37 -0.34 3.97 0.00
C -4.75 -1.57 3.75 0.00
C -3.41 -1.63 3.40 0.00
C -0.06 0.06 4.36 0.01
C 1.28 -0.30 4.53 0.00
C 1.96 0.03 5.68 0.00
C 1.34 0.77 6.68 0.00
C 0.02 1.14 6.52 0.00
C -0.68 0.78 5.38 -0.01
H 5.63 0.98 5.33 0.00
H 5.42 -1.25 4.27 0.00
H 4.15 -1.52 2.20 0.00
H 3.29 2.69 2.21 0.01
H 4.50 2.93 4.30 0.00
H 2.44 3.26 0.03 0.05
H 3.68 5.11 -0.91 0.00
H 5.86 4.71 -2.05 0.00
H 6.75 2.41 -2.18 0.00
H 5.52 0.55 -1.23 0.00
H 5.49 -0.97 -0.04 0.00
H 6.02 -3.14 -1.06 0.00
H 4.18 -4.65 -1.77 0.00
H 1.85 -4.01 -1.37 0.00
H -0.98 -4.29 0.51 0.00
H -2.33 -5.76 -0.88 0.00
H -2.76 -5.19 -3.26 0.00
H -1.88 -3.07 -4.18 0.00
H -0.93 -0.63 -5.94 0.00
H 0.20 -1.53 -7.92 0.00
H 2.23 -2.92 -7.67 0.00
H 3.13 -3.39 -5.41 0.00
H 2.01 -2.47 -3.43 0.00
H -3.30 -1.40 -2.89 0.00
H -5.19 -0.12 -3.78 0.00
H -4.81 2.01 -4.99 0.00
H -2.50 2.88 -5.23 0.00
H -0.60 1.60 -4.34 0.00
H 1.84 -4.14 1.07 0.00
H 1.61 -5.53 3.06 0.00
H 0.10 -4.84 4.90 0.00
H -1.08 -2.67 4.76 0.00
H -2.75 1.69 3.29 0.00
H -5.11 1.79 3.95 0.00
H -6.41 -0.29 4.26 0.00
H -5.32 -2.48 3.85 0.00
H -2.96 -2.59 3.21 0.00
H 1.78 -0.88 3.76 0.00
H 2.99 -0.28 5.80 0.00
H 1.88 1.03 7.58 0.00
H -0.49 1.71 7.30 0.00
H -1.72 1.06 5.31 0.00
I -7.78 3.85 -0.73 0.00
C -6.07 2.68 -0.54 0.00
C -6.01 1.71 0.45 0.00
C -4.87 0.92 0.56 0.00
C -3.80 1.13 -0.30 0.00
C -3.87 2.10 -1.29 0.00
C -5.01 2.88 -1.42 0.00
C -2.60 0.26 -0.14 -0.02
O -2.61 -0.78 0.47 0.00
O -1.51 0.69 -0.80 -0.04
H -6.84 1.56 1.13 0.00
H -4.81 0.15 1.31 0.00
H -3.04 2.24 -1.97 0.00
H -5.07 3.63 -2.19 0.00
C 2.58 0.65 -3.19 0.00
C 1.66 1.81 -2.98 0.00
C 1.51 2.84 -3.84 0.00
C 0.54 3.73 -3.30 0.00
C 0.13 3.21 -2.11 0.00
C -0.85 3.90 -1.21 0.02
N 0.82 2.00 -1.86 0.01
H 3.62 0.98 -3.17 0.00
H 2.39 0.19 -4.16 0.00
H 2.47 -0.14 -2.44 0.00
H 2.04 2.95 -4.78 0.00
H 0.17 4.65 -3.73 0.00
H -1.43 4.59 -1.82 0.00
H -0.35 4.48 -0.43 -0.01
H -1.55 3.23 -0.71 0.00
I 0.19 2.59 1.76 0.33
I 1.54 5.48 1.97 0.68
```

=====

No. 2
The following is a quantum chemistry calculation of the molecule C5H11NO2 at a distorted geometry, from OMol25.

Computed properties:
**Charge**: 0
**Kohn-Sham gap**: 0.3903 hartree
**Multiplicity**: 1
**Electronic energy**: -402.3707 Eh
**Molecular weight**: 117.15 g mol⁻¹
**Relative energy (zero: lowest compared OMol25 entry of this formula, charge and spin)**: 19.7 kJ/mol
**Structure (SMILES)**: CC(C)CNC(=O)O

The geometry in XYZ format:
```
19
Properties=species:S:1:pos:R:3:mulliken_charge:R:1
C -0.33 2.89 -0.35 -1.66
C -0.71 1.39 -0.45 0.84
C -2.23 1.30 -0.40 -1.52
C 0.02 0.62 0.68 -1.09
N 1.01 -0.34 0.21 -0.16
C 0.76 -1.67 0.17 0.57
O -0.26 -2.25 0.44 -0.59
O 1.89 -2.32 -0.26 -0.49
H -0.78 3.32 0.56 0.42
H -0.55 3.43 -1.27 0.40
H 0.74 3.01 -0.14 0.39
H -0.34 1.14 -1.43 0.32
H -2.57 0.29 -0.18 0.43
H -2.61 1.48 -1.41 0.37
H -2.71 2.11 0.15 0.37
H 0.57 1.36 1.25 0.34
H -0.70 0.14 1.33 0.45
H 1.70 0.07 -0.39 0.27
H 1.65 -3.26 -0.30 0.35
```

=====

No. 3
The following is a quantum chemistry calculation of the molecule C10H10OS at a distorted geometry, from OMol25.

Computed properties:
**Charge**: 0
**Kohn-Sham gap**: 0.3175 hartree
**Multiplicity**: 1
**Electronic energy**: -860.3668 Eh
**Molecular weight**: 178.26 g mol⁻¹
**Relative energy (zero: lowest compared OMol25 entry of this formula, charge and spin)**: 95.2 kJ/mol
**Structure (SMILES)**: O=C1C=C(c2ccsc2)CCC1

The geometry in XYZ format:
```
22
Properties=species:S:1:pos:R:3:mulliken_charge:R:1
O 3.33 -1.96 -0.11 -0.65
C 2.63 -0.87 -0.12 0.36
C 1.18 -0.93 -0.10 -0.35
C 0.44 0.19 -0.04 1.03
C -1.02 0.11 0.01 0.40
C -1.89 1.33 -0.27 -0.98
C -3.21 0.91 -0.14 -0.08
S -3.47 -0.77 0.10 -0.11
C -1.78 -1.01 0.16 -0.37
C 1.16 1.53 -0.01 -1.42
C 2.53 1.55 0.50 -0.50
C 3.33 0.44 -0.14 -0.61
H 0.71 -1.99 0.06 0.09
H -1.60 2.32 -0.52 0.31
H -4.21 1.68 -0.16 0.24
H -1.61 -2.13 0.43 0.22
H 0.48 2.13 0.31 0.88
H 1.02 2.02 -1.04 0.44
H 2.62 1.10 1.54 0.26
H 3.25 2.46 0.37 0.24
H 3.46 0.59 -1.17 0.34
H 4.41 0.42 0.34 0.25
```